A cluster of 7 separate species, C40H51Br2F6NO25P2S3 in total, computed with the ωB97M-V functional and the def2-TZVPD basis.

Summary:
Orbital gap = 8.00 eV
Multiplicity = 1
HOMO energy = -0.28674 Eh
E_tot = -11115.0612 Ha
SMILES = [H]/N=C(\C)C[C@@]1(Br)OS(=O)(=O)[C@](S)(P(O)Br)[C@@](CCCS)(P(C)CC)[C@@]1(OCC)OC(=O)c1ccccc1.O=C1OC[C@@H](F)O1.O=C1OC[C@@H](F)O1.O=C1OC[C@@H](F)O1.O=C1OC[C@@H](F)O1.O=C1OC[C@@H](F)O1.O=C1OC[C@@H](F)O1

Positions of all 130 atoms, in Å:
C1 -0.468 -5.564 1.687
C2 -0.533 -4.313 0.867
O1 -1.115 -3.290 1.639
C3 -1.774 -2.167 1.284
O2 -0.884 -1.026 1.227
C4 0.405 -1.081 1.564
O3 0.846 -1.633 2.524
C5 1.284 -0.242 0.714
C6 2.142 -0.782 -0.194
C7 2.926 0.000 -0.971
C8 2.900 1.351 -0.826
C9 2.077 1.891 0.117
C10 1.263 1.107 0.868
C11 -2.726 -1.873 2.579
Br1 -2.680 -3.494 3.815
C12 -2.217 -0.819 3.553
C13 -2.380 0.650 3.276
C14 -3.627 1.359 3.686
N1 -1.396 1.277 2.796
O4 -4.111 -1.926 2.342
S1 -4.849 -1.086 1.232
O5 -5.968 -1.881 0.817
O6 -5.213 0.212 1.680
C15 -3.644 -1.011 -0.160
S2 -3.073 0.727 -0.153
P1 -4.821 -1.156 -1.701
O7 -3.910 -0.635 -2.917
Br2 -6.196 0.581 -1.419
C16 -2.568 -2.154 -0.089
C17 -3.359 -3.521 -0.119
C18 -3.125 -4.506 -1.263
C19 -3.841 -4.315 -2.581
S3 -5.624 -4.597 -2.559
P2 -1.546 -1.983 -1.722
C20 -0.033 -3.025 -1.662
C21 -0.672 -0.358 -1.916
C22 -1.239 0.508 -3.036
H1 -1.430 -5.791 2.104
H2 -0.185 -6.393 1.066
H3 0.227 -5.465 2.501
H4 0.480 -4.074 0.601
H5 -0.999 -4.562 -0.058
H6 2.219 -1.837 -0.328
H7 3.566 -0.432 -1.711
H8 3.515 1.986 -1.420
H9 2.060 2.942 0.272
H10 0.631 1.579 1.584
H11 -1.192 -1.010 3.779
H12 -2.739 -1.001 4.471
H13 -4.391 0.677 4.001
H14 -3.401 2.040 4.486
H15 -4.000 1.918 2.850
H16 -1.629 2.262 2.713
H17 -1.906 0.688 0.502
H18 -3.942 0.317 -3.056
H19 -4.424 -3.377 -0.073
H20 -3.136 -4.060 0.779
H21 -3.501 -5.450 -0.905
H22 -2.090 -4.690 -1.479
H23 -3.503 -5.095 -3.225
H24 -3.574 -3.394 -3.061
H25 -6.032 -3.758 -1.608
H26 0.540 -2.663 -2.493
H27 -0.200 -4.068 -1.826
H28 0.543 -2.806 -0.789
H29 -0.590 0.203 -1.010
H30 0.338 -0.553 -2.216
H31 -2.039 1.133 -2.698
H32 -0.448 1.157 -3.357
H33 -1.528 -0.125 -3.853
C23 7.354 -1.530 -0.640
C24 8.074 -0.629 -1.615
O8 7.264 -0.740 -2.784
C25 6.002 -1.024 -2.381
O9 5.038 -0.932 -3.076
O10 5.987 -1.409 -1.095
F1 9.327 -1.058 -1.897
H34 7.670 -2.569 -0.738
H35 7.457 -1.194 0.399
H36 8.117 0.418 -1.315
C26 -1.302 -4.984 -7.119
C27 0.179 -5.024 -6.791
O11 0.195 -4.562 -5.456
C28 -0.994 -4.885 -4.885
O12 -1.185 -4.844 -3.719
O13 -1.892 -5.235 -5.828
F2 0.911 -4.172 -7.544
H37 -1.605 -3.997 -7.470
H38 -1.605 -5.733 -7.843
H39 0.628 -6.017 -6.836
C29 -3.086 6.866 4.616
C30 -2.375 5.870 5.508
O14 -2.326 4.715 4.684
C31 -2.312 5.135 3.389
O15 -2.018 4.453 2.466
O16 -2.670 6.430 3.309
F3 -3.078 5.590 6.632
H40 -4.169 6.782 4.702
H41 -2.798 7.890 4.798
H42 -1.360 6.154 5.790
C32 3.580 -1.654 -5.592
C33 4.198 -1.234 -6.910
O17 3.066 -1.165 -7.764
C34 1.984 -0.867 -6.987
O18 0.942 -0.488 -7.395
O19 2.278 -1.061 -5.681
F4 5.066 -2.161 -7.389
H43 3.485 -2.738 -5.525
H44 4.118 -1.285 -4.722
H45 4.693 -0.263 -6.891
C35 5.025 -0.202 4.688
C36 4.423 0.789 3.714
O20 5.525 1.038 2.840
C37 6.297 -0.064 2.836
O21 7.142 -0.281 2.026
O22 5.988 -0.879 3.857
F5 4.061 1.945 4.320
H46 5.543 0.301 5.505
H47 4.299 -0.899 5.093
H48 3.586 0.409 3.139
C38 -0.449 11.164 5.402
C39 -0.952 12.164 4.381
O23 -2.014 11.449 3.767
C40 -2.509 10.576 4.682
O24 -3.546 10.013 4.591
O25 -1.649 10.441 5.718
F6 -0.014 12.464 3.453
H49 0.284 10.486 4.965
H50 -0.028 11.626 6.289
H51 -1.341 13.091 4.804

A cluster of 8 separate species, C21H38Cl6N2O11 in total, computed with the ωB97M-V functional and the def2-TZVPD basis.

Summary:
Orbital gap (spin up / spin down) = 1.78 / 9.78 eV
Multiplicity = 2
HOMO energy (spin up / spin down) = 0.01141 / -0.28208 Eh
E_tot = -4521.2601 Ha
Charge = -1

Positions of all 78 atoms, in Å:
C1 -3.692 -1.870 2.466
C2 -3.635 -0.873 1.358
O1 -4.690 -0.031 1.768
C3 -5.218 -0.332 2.903
O2 -6.148 0.337 3.371
O3 -4.658 -1.460 3.388
H1 -2.674 -1.933 2.852
H2 -3.977 -2.872 2.147
H3 -3.821 -1.493 0.481
H4 -2.680 -0.350 1.325
C4 3.016 -2.201 0.576
C5 3.301 -0.755 0.889
O4 3.940 -0.249 -0.222
C6 3.712 -1.051 -1.292
O5 3.918 -0.829 -2.498
O6 3.151 -2.230 -0.866
H5 2.003 -2.433 0.903
H6 3.756 -2.845 1.051
H7 4.005 -0.692 1.719
H8 2.392 -0.225 1.172
C7 0.828 -5.605 -1.263
C8 2.113 -5.352 -1.994
O7 1.598 -4.818 -3.189
C9 0.317 -4.477 -3.052
O8 -0.267 -3.770 -3.875
O9 -0.186 -4.981 -2.004
H9 0.723 -5.204 -0.255
H10 0.643 -6.677 -1.197
H11 2.743 -6.203 -2.254
H12 2.776 -4.563 -1.638
C10 -1.487 0.207 -4.570
C11 -0.417 1.231 -4.681
O10 0.757 0.892 -4.606
N1 -0.883 2.496 -4.930
C12 -0.061 3.703 -4.908
H13 -2.517 0.537 -4.434
H14 -1.238 -0.307 -3.641
H15 -1.540 -0.529 -5.371
H16 -1.848 2.715 -5.131
H17 0.746 3.779 -5.638
H18 0.484 3.836 -3.973
H19 -0.648 4.615 -5.013
C13 -0.287 -1.692 -0.454
C14 -0.184 -0.564 0.579
O11 -0.275 -0.771 1.726
N2 -0.030 0.699 0.214
C15 -0.115 1.233 -1.124
H20 -1.305 -1.800 -0.829
H21 0.028 -2.565 0.118
H22 0.360 -1.551 -1.320
H23 -0.173 1.403 0.924
H24 -0.100 2.315 -0.991
H25 -1.037 0.839 -1.552
H26 0.766 0.955 -1.702
Cl1 2.374 3.462 -0.604
C16 2.233 3.322 1.116
C17 1.923 4.676 1.827
Cl2 3.315 5.802 1.804
H27 3.166 2.832 1.393
H28 1.423 2.638 1.369
H29 1.743 4.502 2.888
H30 1.016 5.127 1.423
Cl3 -3.022 2.810 -1.096
C18 -3.640 3.239 0.561
C19 -2.657 3.064 1.787
Cl4 -1.034 3.658 1.523
H31 -4.643 2.835 0.701
H32 -3.744 4.315 0.425
H33 -2.638 1.983 1.930
H34 -3.153 3.496 2.656
Cl5 2.826 1.017 3.690
C20 1.708 -0.278 4.112
C21 1.802 -0.559 5.599
Cl6 2.897 -1.863 5.882
H35 2.056 -1.123 3.518
H36 0.704 0.033 3.822
H37 0.870 -0.910 6.041
H38 2.192 0.282 6.172

A structure of composition C5H5F, computed with the ωB97M-V functional and the def2-TZVPD basis.

Summary:
Orbital gap (spin up / spin down) = 8.09 / 8.09 eV
Multiplicity = 1
HOMO energy (spin up / spin down) = -0.29264 / -0.29262 Eh
Energy above the lowest of the compared OMol25 structures with the same formula, charge and spin = 98.6 kcal per mole
E_tot = -293.1848 Ha

Positions of all 11 atoms, in Å:
C1 0.370 0.597 0.121
C2 1.277 1.508 -0.116
C3 -0.581 -1.216 -0.399
C4 0.397 -0.821 0.688
C5 -0.940 0.194 -0.319
F1 -1.933 0.643 0.377
H1 0.936 2.311 -0.862
H2 2.150 1.730 0.402
H3 -0.334 -1.766 -1.351
H4 -1.371 -2.009 -0.137
H5 0.030 -1.170 1.595

A cluster of 2 separate species, C4H12NP in total, computed with the ωB97M-V functional and the def2-TZVPD basis.

Summary:
Orbital gap (spin up / spin down) = 7.70 / 7.63 eV
Multiplicity = 1
HOMO energy (spin up / spin down) = -0.28935 / -0.27680 Eh
Energy above the lowest of the compared OMol25 structures with the same formula, charge and spin = 123.3 kcal per mole
E_tot = -555.5199 Ha

Positions of all 18 atoms, in Å:
C1 1.659 -1.514 1.702
C2 -0.972 0.572 0.911
C3 -0.679 -0.861 -1.487
C4 -0.187 1.909 -1.422
N1 1.890 -1.325 0.377
P1 0.222 0.392 -0.476
H1 0.565 -1.782 2.030
H2 1.994 -0.621 2.395
H3 2.303 -2.368 2.082
H4 -1.092 -0.423 1.536
H5 -0.443 1.340 1.459
H6 -1.871 0.898 0.359
H7 -0.656 -1.773 -0.825
H8 -1.632 -0.261 -1.544
H9 -0.123 -0.929 -2.454
H10 0.030 2.707 -0.697
H11 0.263 1.978 -2.447
H12 -1.271 2.062 -1.498

A structure of composition C25H23F5N7O2S3SeTl, computed with the ωB97M-V functional and the def2-TZVPD basis.

Summary:
Orbital gap (spin up / spin down) = 5.94 / 5.66 eV
Multiplicity = 1
HOMO energy (spin up / spin down) = -0.08647 / -0.09621 Eh
Energy above the lowest of the compared OMol25 structures with the same formula, charge and spin = 28.1 kcal per mole
E_tot = -5767.7764 Ha
Charge = -2

Positions of all 67 atoms, in Å:
Tl1 1.229 0.407 1.505
S1 0.462 1.772 3.668
C1 0.867 3.353 3.073
C2 0.226 4.420 3.767
N1 -0.275 5.269 4.364
C3 1.714 3.671 2.047
S2 2.684 2.578 1.102
C4 1.824 5.031 1.646
N2 1.908 6.118 1.272
C5 -0.833 4.046 -1.056
C6 -2.134 3.615 -0.360
C7 -1.729 2.352 0.423
O1 -0.343 2.126 0.152
C8 -0.036 2.747 -1.088
H1 -0.300 4.788 -0.460
H2 -0.998 4.452 -2.055
H3 -2.906 3.372 -1.090
H4 -2.525 4.386 0.301
H5 -2.324 1.492 0.106
H6 -1.846 2.453 1.502
H7 -0.342 2.107 -1.927
H8 1.040 2.894 -1.135
C9 -0.997 -3.753 -0.218
C10 -1.642 -2.543 -0.422
C11 -1.089 -1.364 0.062
C12 0.105 -1.388 0.771
C13 0.743 -2.607 0.986
C14 0.197 -3.785 0.488
H9 -1.427 -4.671 -0.600
H10 -2.588 -2.509 -0.948
H11 -1.606 -0.430 -0.108
H12 1.671 -2.642 1.546
H13 0.706 -4.728 0.659
C15 3.950 -3.228 -3.811
C16 4.720 -3.002 -2.511
C17 3.973 -3.604 -1.323
C18 5.002 -1.503 -2.304
N3 3.804 -0.741 -2.039
C19 3.191 -0.544 -0.865
N4 2.101 0.158 -1.084
N5 2.066 0.387 -2.410
N6 3.072 -0.144 -2.995
H14 3.737 -4.289 -3.949
H15 4.519 -2.873 -4.673
H16 3.001 -2.691 -3.792
H17 5.699 -3.486 -2.592
H18 2.960 -3.204 -1.249
H19 4.488 -3.400 -0.382
H20 3.893 -4.686 -1.440
H21 5.465 -1.084 -3.197
H22 5.668 -1.367 -1.451
H23 3.532 -0.889 0.105
F1 -8.453 -0.043 0.107
C20 -7.229 -0.296 0.668
C21 -5.994 0.411 0.206
F2 -5.313 0.018 -0.890
C22 -5.730 1.639 0.940
F3 -6.817 2.401 1.294
C23 -5.426 0.401 1.709
Se1 -3.776 -0.254 2.247
C24 -6.760 -0.209 2.142
F4 -7.430 0.233 3.237
C25 -6.984 -1.487 1.490
F5 -5.949 -2.367 1.246
O2 4.829 -1.685 3.792
S3 3.636 -0.840 3.595
N7 3.119 -0.761 2.205

A cluster of 2 separate species, C4H9NO in total, computed with the ωB97M-V functional and the def2-TZVPD basis.

Summary:
Orbital gap = 10.18 eV
Multiplicity = 1
HOMO energy = -0.36795 Eh
Energy above the lowest of the compared OMol25 structures with the same formula, charge and spin = 58.0 kcal per mole
E_tot = -287.7400 Ha
SMILES = C/C=N/C=O.C

Positions of all 15 atoms, in Å:
C1 -0.305 1.749 -1.007
C2 0.235 0.381 -0.751
N1 -0.582 -0.594 -0.631
C3 0.092 -0.248 1.882
C4 -0.035 -1.885 -0.766
O1 1.014 -2.136 -1.314
H1 0.390 2.569 -0.813
H2 -1.251 1.915 -0.487
H3 -0.519 1.726 -2.083
H4 0.589 0.587 1.264
H5 1.312 0.204 -0.865
H6 -0.932 -0.097 1.553
H7 0.607 -1.097 1.438
H8 0.095 -0.397 2.978
H9 -0.710 -2.678 -0.398

The molecule C4H7NO, computed with the ωB97M-V functional and the def2-TZVPD basis.

Summary:
Orbital gap = 8.83 eV
Multiplicity = 1
HOMO energy = -0.29712 Eh
Energy above the lowest of the compared OMol25 structures with the same formula, charge and spin = 83.7 kcal per mole
E_tot = -286.4983 Ha
SMILES = C[C@H]1[NH2+]/C1=C\[O-]

Positions of all 13 atoms, in Å:
C1 -1.067 -0.165 1.069
C2 -0.223 -0.838 0.018
N1 -0.089 -0.264 -1.357
C3 1.117 -0.423 -0.389
C4 1.488 0.909 0.018
O1 1.366 1.936 -0.654
H1 -0.987 0.925 1.025
H2 -0.679 -0.493 2.040
H3 -2.117 -0.466 1.012
H4 -0.435 -1.904 -0.089
H5 -0.233 -0.898 -2.136
H6 -0.071 0.728 -1.593
H7 1.930 0.954 1.036

A structure of composition C7H5O3S, computed with the ωB97M-V functional and the def2-TZVPD basis.

Summary:
Orbital gap = 7.21 eV
Multiplicity = 1
HOMO energy = -0.13133 Eh
Energy above the lowest of the compared OMol25 structures with the same formula, charge and spin = 0.0 kcal per mole
E_tot = -893.7117 Ha
Charge = -1

Positions of all 16 atoms, in Å:
C1 1.410 1.248 0.599
C2 2.088 0.243 -0.125
C3 0.068 1.070 0.768
C4 1.500 -0.910 -0.567
C5 -2.557 0.707 -0.662
C6 -0.523 -0.181 0.480
C7 0.188 -1.159 -0.227
O1 -2.881 -0.059 -1.499
O2 -2.477 1.821 -0.289
O3 -0.357 -2.386 -0.318
S1 -2.115 -0.652 1.093
H1 1.848 2.249 0.745
H2 3.215 0.206 -0.331
H3 -0.444 1.817 1.157
H4 2.255 -1.719 -0.819
H5 -1.220 -2.297 -0.004

Number 1: molecular weight 1377.8 g mol⁻¹. Number 2: molecular weight 707.3 g mol⁻¹. Number 3: molecular weight 84.1 g mol⁻¹. Number 4: molecular weight 105.1 g mol⁻¹. Number 5: molecular weight 928.0 g mol⁻¹. Number 6: molecular weight 87.1 g mol⁻¹. Number 7: molecular weight 85.1 g mol⁻¹. Number 8: molecular weight 169.2 g mol⁻¹.